43
Properties=species:S:1:pos:R:3:nbo_charge:R:1 method="wB97M-V/def2-TZVPD" gap_ev=9.314 e_homo_ev=-9.088
C 3.75 4.24 0.99 -0.2530
O 3.04 3.14 1.52 -0.5316
C 2.37 2.37 0.58 0.3675
C 1.82 1.14 1.33 -0.2530
N 0.85 0.43 0.53 -0.6021
C 1.25 -0.40 -0.47 0.6219
O 2.40 -0.75 -0.64 -0.6116
C 0.15 -0.91 -1.29 0.1635
C 0.16 -1.82 -2.32 -0.2313
C -1.18 -2.00 -2.72 -0.2889
C -1.93 -1.20 -1.91 0.2673
C -3.38 -1.08 -1.72 -0.6753
S -3.87 -2.36 -0.46 2.1700
O -3.86 -3.64 -1.11 -0.9370
O -5.07 -1.92 0.18 -0.9339
C -2.50 -2.29 0.71 -0.3540
C -1.46 -3.19 0.57 -0.1703
C -0.35 -3.06 1.39 -0.2353
C -0.31 -2.04 2.32 -0.0523
Br 1.21 -1.85 3.43 0.0832
C -1.37 -1.15 2.47 -0.2619
C -2.47 -1.28 1.65 -0.1253
O -1.13 -0.53 -1.04 -0.4144
O 1.28 3.07 0.00 -0.5621
C 1.39 3.37 -1.37 -0.2486
H 3.07 5.00 0.60 0.1748
H 4.45 3.93 0.21 0.1674
H 4.31 4.66 1.83 0.1981
H 3.05 2.05 -0.23 0.1482
H 2.65 0.48 1.56 0.2363
H 1.35 1.49 2.25 0.2173
H -0.07 0.84 0.46 0.4106
H 1.04 -2.29 -2.73 0.2475
H -1.55 -2.64 -3.49 0.2414
H -3.94 -1.32 -2.62 0.2691
H -3.68 -0.12 -1.31 0.2565
H -1.53 -3.97 -0.17 0.2532
H 0.49 -3.74 1.30 0.2402
H -1.32 -0.38 3.22 0.2352
H -3.32 -0.62 1.73 0.2354
H 1.51 2.45 -1.96 0.1721
H 2.23 4.03 -1.59 0.1692
H 0.46 3.86 -1.65 0.1963

=====

19
Properties=species:S:1:pos:R:3:nbo_charge:R:1 method="wB97M-V/def2-TZVPD" gap_ev=9.100 e_above_lowest_kj_mol=838.0 e_homo_ev=-8.551
C 1.12 0.02 -2.00 -0.6052
C -0.11 0.08 -1.33 0.2115
C 0.15 0.62 0.08 -0.3542
C -0.59 0.80 1.42 -0.4003
C -0.31 -0.75 2.01 -0.2939
C -0.45 -0.70 -0.07 -0.0470
H 1.14 1.01 -2.79 0.2332
H 1.97 0.21 -1.21 0.2150
H 1.61 -1.01 -2.72 0.2290
H -1.61 1.42 -2.01 0.4910
H 1.21 0.66 0.31 0.1970
H -1.66 0.96 1.14 0.2104
H -0.17 1.75 2.04 0.2137
H 0.34 -1.07 2.98 0.2167
H -1.35 -0.93 2.43 0.2062
H 1.25 -1.07 0.69 0.3379
H -1.62 -0.80 0.25 0.2134
N 0.23 -1.59 0.89 -0.5685
O -1.18 0.38 -2.10 -0.7060

=====

48
Properties=species:S:1:pos:R:3:nbo_charge:R:1 method="wB97M-V/def2-TZVPD" gap_ev=9.191 e_homo_ev=-9.049
C -2.77 4.86 -2.34 -0.4124
N -1.72 3.86 -2.17 -0.6144
C -0.87 3.81 -1.14 0.6562
O -0.92 4.64 -0.23 -0.6494
C 0.21 2.71 -1.07 -0.1225
C -0.05 1.70 0.08 -0.4413
C -0.92 0.48 -0.20 0.0699
C -2.28 0.62 -0.51 -0.2144
C -3.08 -0.52 -0.70 -0.1979
C -2.52 -1.81 -0.57 -0.2203
C -1.16 -1.95 -0.25 -0.2061
C -0.36 -0.80 -0.08 -0.2709
N 0.66 2.02 -2.30 -0.6134
C -0.06 1.38 -3.23 0.6910
C 0.73 0.64 -4.29 -0.7069
O -1.28 1.39 -3.29 -0.6511
H -3.43 4.58 -3.16 0.2074
H -2.33 5.84 -2.54 0.2031
H -3.36 4.93 -1.42 0.2109
H -1.67 3.10 -2.84 0.4309
H 1.08 3.27 -0.74 0.2363
H 0.93 1.35 0.41 0.2029
H -0.48 2.24 0.92 0.2459
H -2.72 1.60 -0.60 0.2163
H -4.13 -0.41 -0.95 0.2142
H -3.14 -2.68 -0.71 0.2148
H -0.72 -2.93 -0.16 0.2232
H 0.69 -0.92 0.14 0.1973
H 1.66 1.95 -2.42 0.3985
H 0.04 0.21 -5.01 0.2474
H 1.30 -0.16 -3.82 0.2299
H 1.40 1.33 -4.79 0.2244
O 2.83 -5.24 1.16 -0.5552
C 2.75 -4.16 1.72 0.7274
C 3.71 -3.73 2.69 -0.3092
C 3.34 -2.49 3.11 -0.1422
C 2.09 -2.09 2.38 0.0481
C 0.91 -1.80 3.32 -0.3088
Cl 1.20 -0.19 4.10 -0.0031
C 0.71 -2.90 4.36 0.7624
O 1.18 -2.76 5.48 -0.5728
O 0.04 -4.01 3.98 -0.6587
O 1.80 -3.21 1.51 -0.4778
H 4.56 -4.32 3.03 0.2487
H 3.84 -1.89 3.87 0.2466
H 2.29 -1.20 1.77 0.2227
H -0.01 -1.73 2.73 0.2656
H 0.02 -4.58 4.76 0.5069

=====

15
Properties=species:S:1:pos:R:3:nbo_charge:R:1 method="wB97M-V/def2-TZVPD" charge=+1 spin_multiplicity=2 s2=0.753 gap_ev="11.593 / 3.527" e_above_lowest_kj_mol=0.0 e_homo_ev="-14.694 / -14.250"
C -15.85 -9.49 19.78 -0.2635
Cl -16.93 -9.32 21.19 0.0923
Cl -16.72 -10.42 18.43 0.0987
Cl -14.34 -10.36 20.26 0.0692
H -15.64 -8.45 19.50 0.2235
C -14.39 -7.04 15.65 -0.4543
Cl -14.50 -5.36 16.17 0.1265
Cl -14.49 -8.09 17.05 0.2812
H -15.21 -7.30 14.97 0.2874
H -13.45 -7.25 15.13 0.2959
C -18.71 -6.48 17.21 -0.4103
Cl -17.47 -6.79 18.41 0.1270
Cl -18.21 -7.05 15.61 0.0194
H -19.59 -7.06 17.48 0.2559
H -18.91 -5.41 17.19 0.2510

=====

114
Properties=species:S:1:pos:R:3:mulliken_charge:R:1 method="wB97M-V/def2-TZVPD" gap_ev=8.943 e_above_lowest_kj_mol=974.3 e_homo_ev=-8.971
N 2.70 -4.58 0.97 -0.4090
C 2.27 -3.32 0.81 0.0000
N 2.88 -2.62 -0.13 -0.0033
O 1.18 -2.77 1.51 -0.8090
H 2.34 -5.00 1.84 0.2785
H 3.59 -4.83 0.53 0.2122
H 2.50 -1.64 -0.22 -0.5151
H 3.78 -2.92 -0.49 0.3232
N 0.00 -0.50 1.19 2.7026
C 0.37 0.15 0.11 0.7270
N -0.41 1.13 -0.14 1.4572
O 1.43 -0.22 -0.67 0.5339
H 0.46 -1.35 1.36 -0.5712
H -0.63 -0.15 1.89 -0.6587
H -0.27 1.67 -1.01 -0.9538
H -1.32 1.01 0.28 -0.5132
N 2.74 0.67 -5.30 -0.2669
C 2.40 1.18 -4.19 0.3866
N 2.00 0.27 -3.40 0.4277
O 2.63 2.46 -3.78 -0.7560
H 3.07 1.25 -6.04 0.3035
H 2.67 -0.31 -5.51 0.0894
H 1.85 0.46 -2.41 -0.6930
H 1.78 -0.68 -3.75 0.4248
C 1.14 -0.74 4.89 -0.8187
C 0.59 -2.15 4.79 0.4788
C -0.32 -2.64 5.86 -1.6667
O 0.00 -2.38 3.69 -0.0159
H 1.53 -0.35 3.93 -0.1214
H 1.78 -0.64 5.70 0.6070
H 0.24 -0.13 5.10 0.1722
H 1.52 -2.71 4.84 0.4956
H -1.26 -2.16 5.78 0.1274
H 0.05 -2.48 6.80 0.6123
H -0.41 -3.68 5.79 0.4134
H 0.63 -2.59 3.01 0.0806
C 3.95 0.40 1.05 -1.1066
C 4.24 1.83 0.52 -0.1125
C 3.11 2.46 -0.34 0.1728
O 4.42 2.66 1.44 -0.5477
H 2.98 0.28 1.49 -0.2577
H 4.72 0.19 1.76 0.5105
H 4.05 -0.36 0.30 0.2923
H 5.15 1.87 -0.04 0.6833
H 2.96 1.82 -1.22 -0.6348
H 3.46 3.43 -0.71 0.6815
H 2.14 2.48 0.24 -0.1222
H 4.78 3.48 0.97 0.4148
C -3.44 -0.03 -0.32 0.0566
C -3.40 -1.28 -1.22 -0.3339
C -1.95 -1.60 -1.47 0.6724
O -3.96 -2.32 -0.80 -0.5052
H -3.14 0.83 -0.92 -0.0550
H -2.75 -0.13 0.53 -0.4697
H -4.45 0.09 0.03 0.5616
H -3.84 -0.99 -2.13 0.2126
H -1.41 -1.89 -0.58 -0.3066
H -1.45 -0.77 -1.85 -1.1132
H -1.94 -2.40 -2.25 0.6985
H -4.67 -2.06 -0.24 0.4903
C -3.49 -0.66 4.62 -1.6407
C -2.94 0.00 3.37 1.4801
C -3.38 1.44 3.17 -1.6570
O -1.73 0.08 3.31 -0.4989
H -4.59 -0.76 4.69 0.3862
H -3.26 0.00 5.46 0.3851
H -2.96 -1.57 4.81 0.2818
H -3.26 -0.64 2.54 -0.5050
H -4.48 1.54 3.23 0.4036
H -2.94 1.80 2.24 0.2463
H -3.07 2.02 4.00 0.4393
H -1.26 -0.63 3.76 -0.4685
C 1.05 4.85 -2.23 -1.5145
C 0.13 3.73 -1.81 1.1975
C -1.36 4.00 -2.07 -1.7200
O 0.37 2.66 -2.30 -0.1873
H 0.78 5.70 -1.66 0.5081
H 0.89 5.16 -3.28 0.3644
H 2.14 4.63 -2.08 0.1795
H 0.28 3.59 -0.74 -0.0901
H -1.74 4.88 -1.63 0.5511
H -2.02 3.18 -1.83 0.0615
H -1.47 4.21 -3.15 0.3805
H 1.04 2.79 -2.99 -0.0040
C -2.17 1.10 -3.86 -1.0451
C -1.26 0.64 -4.92 1.2382
C -1.14 -0.91 -4.94 -1.0190
O -1.61 1.08 -6.03 -0.6084
H -1.76 1.02 -2.86 -0.0492
H -3.15 0.68 -3.86 0.4676
H -2.38 2.14 -3.91 0.4511
H -0.26 0.97 -4.71 -0.4230
H -2.14 -1.42 -5.14 0.3493
H -0.85 -1.21 -3.95 -0.1983
H -0.45 -1.28 -5.63 0.5308
H -1.21 2.00 -6.04 0.4681
C -2.54 -3.23 1.98 -0.1839
O -2.30 -3.84 3.23 -0.6804
H -1.70 -2.57 1.73 -0.3233
H -3.44 -2.68 1.93 0.3691
H -2.53 -3.99 1.19 0.4145
H -1.51 -3.44 3.54 0.4247
C 1.08 2.51 2.74 -0.3178
O 0.04 2.92 1.91 -0.6101
H 1.51 3.30 3.37 0.3603
H 1.92 2.11 2.21 0.0541
H 0.66 1.80 3.46 -0.0410
H -0.08 2.21 1.26 0.1323
C 1.69 -2.78 -2.97 -0.6192
O 1.63 -2.29 -4.28 -0.6412
H 2.77 -2.69 -2.68 0.1519
H 1.35 -3.80 -2.92 0.4834
H 1.02 -2.19 -2.35 -0.0108
H 1.02 -2.83 -4.79 0.3323

=====

11
Properties=species:S:1:pos:R:3:nbo_charge:R:1 method="wB97M-V/def2-TZVPD" charge=-1 gap_ev=9.134 e_above_lowest_kj_mol=0.0 e_homo_ev=-5.337
C 0.21 -0.21 2.87 1.0696
C 2.15 -0.39 0.53 0.9760
O 0.78 0.34 3.67 -0.5473
O 1.79 -0.66 1.67 -0.7674
O 1.17 0.26 -0.28 -0.8120
O -0.70 -0.69 2.32 -0.6221
O -1.16 1.59 0.43 -0.9600
O 3.17 -0.58 -0.08 -0.7653
H 1.65 0.40 -1.18 0.4778
H -0.26 1.63 0.50 0.4731
H -1.26 0.79 0.99 0.4775

=====

8
Properties=species:S:1:pos:R:3:nbo_charge:R:1 method="wB97M-V/def2-TZVPD" charge=-1 gap_ev=7.230 e_above_lowest_kj_mol=61.0 e_homo_ev=-3.362
C 0.12 -0.21 0.01 -0.2431
C -1.19 0.13 0.00 -0.4430
C -2.47 0.07 0.00 0.5577
C 2.06 0.31 -0.02 0.9259
O 2.46 0.16 -1.13 -0.6766
O -3.66 0.22 -0.04 -0.5859
O 2.37 0.62 1.09 -0.6760
H 0.31 -1.29 0.11 0.1411

=====

85
Properties=species:S:1:pos:R:3:mulliken_charge:R:1 method="wB97M-V/def2-TZVPD" gap_ev=5.479 e_homo_ev=-9.742
Sn -18.20 -13.00 -15.45 1.5540
C -16.89 -16.63 -11.74 0.6648
F -17.63 -17.11 -12.71 -0.2077
F -17.41 -16.85 -10.50 -0.1825
F -15.69 -17.18 -11.88 -0.2048
S -16.64 -14.67 -12.08 0.9541
O -16.01 -14.15 -10.88 -0.5362
O -15.85 -14.61 -13.32 -0.6524
N -18.33 -14.03 -12.36 -0.3915
S -18.61 -13.28 -11.05 1.0420
O -18.78 -14.04 -9.83 -0.5975
O -17.75 -12.12 -10.88 -0.6608
C -20.36 -12.49 -11.54 0.5630
F -20.20 -11.49 -12.51 -0.2487
F -21.16 -13.41 -12.00 -0.1835
F -20.95 -11.93 -10.44 -0.2178
C -19.68 -11.80 -19.73 0.5914
F -19.07 -12.41 -20.80 -0.1908
F -18.77 -11.12 -19.07 -0.1170
F -20.66 -10.93 -20.10 -0.1255
S -20.29 -13.32 -18.60 0.6049
O -21.42 -13.85 -19.28 -0.5502
O -19.20 -14.23 -18.38 -0.5504
N -20.59 -12.55 -17.06 -0.1321
S -22.13 -12.35 -16.97 0.8291
O -22.49 -11.20 -17.80 -0.5473
O -22.93 -13.56 -17.04 -0.6088
C -22.32 -11.66 -15.13 0.4321
F -21.40 -10.75 -14.86 -0.1671
F -23.53 -11.11 -14.94 -0.1831
F -22.12 -12.74 -14.33 -0.1778
C -17.98 -15.79 -21.45 -0.5262
C -19.12 -15.89 -22.47 -0.3477
O -18.67 -15.99 -23.84 -0.5237
H -17.64 -14.76 -21.32 -0.0520
H -17.19 -16.46 -21.79 0.4336
H -18.33 -16.10 -20.47 0.1927
H -19.69 -14.96 -22.40 0.2080
H -19.80 -16.71 -22.23 0.2935
H -18.83 -15.09 -24.11 0.3424
C -25.09 -8.88 -13.08 -1.0399
C -25.43 -8.51 -14.53 0.0009
O -26.66 -9.09 -14.90 -0.4795
H -24.51 -9.80 -12.99 0.2108
H -25.99 -8.98 -12.46 0.3962
H -24.34 -8.19 -12.70 0.2997
H -24.60 -8.80 -15.18 0.0815
H -25.40 -7.43 -14.68 0.2655
H -27.12 -9.20 -14.06 0.2929
C -18.22 -7.78 -20.34 -0.8359
C -16.73 -7.76 -20.47 -0.0608
O -16.34 -8.45 -21.67 -0.5279
H -18.60 -8.80 -20.32 -0.0293
H -18.72 -7.33 -21.20 0.3594
H -18.59 -7.15 -19.53 0.3428
H -16.38 -8.33 -19.60 0.0988
H -16.31 -6.75 -20.44 0.3246
H -15.48 -8.86 -21.51 0.3006
C -15.50 -12.91 -19.46 -1.0901
C -15.53 -13.66 -18.16 -0.0751
O -15.65 -12.72 -17.11 -0.4477
H -15.43 -13.57 -20.33 0.3288
H -14.62 -12.27 -19.57 0.4695
H -16.43 -12.36 -19.56 0.1622
H -14.58 -14.16 -17.96 0.2791
H -16.43 -14.27 -18.05 0.1899
H -14.97 -12.07 -17.31 0.2175
C -24.69 -11.54 -20.99 -0.9004
C -24.10 -10.18 -20.89 0.1098
O -25.16 -9.31 -21.32 -0.5297
H -24.84 -11.78 -22.04 0.3347
H -25.61 -11.62 -20.42 0.3046
H -23.88 -12.23 -20.76 0.1607
H -23.15 -10.16 -21.43 0.2629
H -23.98 -10.03 -19.82 -0.0313
H -24.86 -8.89 -22.12 0.3083
C -18.42 -8.92 -14.14 -0.6701
C -18.30 -8.86 -15.66 -0.1753
O -17.48 -9.94 -16.06 -0.2418
H -17.55 -8.91 -13.48 0.3012
H -18.76 -9.95 -14.04 -0.1105
H -19.20 -8.29 -13.73 0.3413
H -17.88 -7.90 -15.96 0.3901
H -19.23 -9.06 -16.19 0.1134
H -16.66 -9.59 -16.41 0.1748